1.
Molecular formula: C33H74Cl4NO9P2
Method: DFT, wB97M-V/def2-TZVPD

## Properties
- spin multiplicity = 1
- net charge = +1
- frontier orbital gap (eV) = 8.38

The geometry in XYZ format:
```
123
C33H74Cl4NO9P2 (wB97M-V/def2-TZVPD)
Cl -3.577 -2.317 -1.807
Cl -1.530 -2.402 2.609
Cl -0.171 -0.102 -3.117
Cl -4.798 -1.658 2.958
P -0.806 1.647 -0.569
P 1.381 1.718 -0.507
O -4.110 -6.201 4.253
O -0.588 4.943 1.238
O 1.626 2.959 0.459
O 5.502 0.720 0.612
O -1.121 -5.694 -4.287
O 3.968 8.604 -0.033
O 1.779 0.424 0.323
O 0.082 -1.894 -0.414
O 2.058 1.934 -1.785
N -2.895 0.048 -0.173
C 0.872 6.906 0.893
C -1.256 -6.251 -6.686
C 6.884 0.546 -1.423
C -2.244 -1.617 -2.694
C -1.508 5.583 2.108
C -1.959 -1.845 0.989
C -4.547 -1.355 1.214
C 7.391 0.543 2.186
C -0.800 -1.098 0.292
C 0.052 5.786 0.284
C -4.835 -6.885 5.263
C -3.108 -0.846 1.030
C -3.065 -4.529 5.736
C -2.977 -7.178 -3.610
C -0.625 -6.519 -5.332
C -1.459 -0.692 -2.141
C 5.480 6.858 -0.902
C -2.508 -5.795 -4.022
C 3.335 -2.423 -0.177
C -3.872 -4.826 4.483
C 4.917 9.659 -0.034
C 6.199 1.434 -0.401
C -1.476 -0.128 -0.723
C 0.832 -2.860 0.343
C 4.974 10.442 -1.333
C -6.748 -1.172 -0.041
C 6.284 -0.152 1.416
C -2.106 -2.182 -4.072
C -5.662 -0.409 0.714
C 4.158 7.598 -1.008
C 2.077 -3.270 -0.425
C -2.673 6.249 1.399
C -6.226 -6.330 5.513
H 5.576 -0.600 2.115
H 1.621 6.506 1.577
H 4.030 8.006 -2.018
H 7.676 -0.058 -0.979
H 6.692 -0.967 0.809
H 3.991 10.842 -1.583
H 4.228 -3.040 -0.109
H -6.808 -6.326 4.590
H 3.231 -1.845 0.742
H 2.732 0.463 0.539
H -3.208 5.529 0.776
H -0.992 6.303 2.751
H -2.168 -2.735 0.397
H -2.678 -5.093 -3.204
H 5.515 6.054 -1.639
H -2.113 -5.060 5.712
H -0.682 6.186 -0.424
H -4.668 -2.334 0.754
H 5.911 9.280 0.229
H 0.199 -3.743 0.483
H -2.348 7.070 0.759
H -3.049 -2.609 -4.401
H 4.604 10.315 0.778
H -1.879 4.790 2.759
H -5.284 0.408 0.095
H -1.069 2.206 -1.825
H 0.709 5.122 -0.278
H -6.118 0.061 1.585
H -3.368 6.658 2.132
H -3.320 -4.485 3.607
H 6.983 1.340 2.810
H 0.443 -6.305 -5.374
H 1.835 -3.305 -1.489
H -1.751 -1.428 -4.771
H 5.671 11.275 -1.231
H -3.612 0.008 -0.897
H -4.907 -7.912 4.906
H -2.867 -3.458 5.806
H 6.916 2.129 0.048
H -2.418 -7.528 -2.742
H -3.089 -5.433 -4.880
H -6.200 -5.311 5.903
H -4.817 -4.269 4.497
H 1.072 -2.479 1.341
H -1.132 -5.203 -6.967
H -7.126 -1.991 0.573
H 5.314 9.830 -2.169
H 1.210 2.871 1.330
H -2.322 -6.480 -6.697
H -2.852 -7.908 -4.410
H 7.336 1.162 -2.201
H 5.437 2.040 -0.892
H 8.140 0.980 1.525
H -0.296 -0.512 1.075
H -2.895 -0.217 1.900
H 5.597 6.425 0.092
H 1.385 7.458 0.107
H -4.260 -6.913 6.195
H 6.164 -0.128 -1.889
H -1.373 -2.996 -4.048
H -6.381 -1.588 -0.980
H -2.912 1.003 0.203
H -0.725 -7.576 -5.065
H -4.036 -7.150 -3.353
H -6.744 -6.949 6.246
H -0.778 -6.870 -7.445
H 7.899 -0.175 2.830
H -7.589 -0.515 -0.262
H 3.482 -1.696 -0.978
H 2.295 -4.299 -0.127
H 0.257 7.619 1.445
H 6.333 7.513 -1.087
H 3.339 6.894 -0.849
H -3.591 -4.826 6.644
```

Atom charges from the Löwdin analysis, given in e for atoms 1 to 8: atom 1 (Cl): 0.831, atom 2 (Cl): 0.746, atom 3 (Cl): 0.811, atom 4 (Cl): 0.705, atom 5 (P): 0.969, atom 6 (P): 0.243, atom 7 (O): -0.158, atom 8 (O): -0.205

---

2.
Molecular formula: C33H74N18O32P
Method: DFT, wB97M-V/def2-TZVPD

## Properties
- spin multiplicity = 1
- net charge = +1
- frontier orbital gap (eV) = 7.13
- energy relative to the best compared isomer or geometry (same formula, charge and spin) (eV) = 0.0000

The geometry in XYZ format:
```
158
C33H74N18O32P (wB97M-V/def2-TZVPD)
P -1.786 -0.839 2.384
O 1.404 -10.000 -6.685
O -4.045 -6.468 0.585
O 6.616 -5.965 -6.454
O -2.106 2.965 1.615
O 2.053 -9.552 -0.714
O 2.512 2.793 -0.020
O -2.443 -6.346 -0.870
O 6.153 0.348 -4.174
O -6.506 3.089 3.723
O -0.508 -1.769 2.912
O -4.253 8.659 8.309
O -1.808 4.075 -3.261
O 1.796 5.134 4.191
O -8.178 2.204 2.674
O 4.514 -0.560 -5.258
O -6.254 -4.382 -3.368
O -5.693 -6.024 -4.662
O 6.425 -8.116 -6.313
O -2.555 -1.468 1.296
O 7.039 -0.013 -10.094
O -3.361 4.705 -1.893
O -2.812 -0.759 3.697
O 2.721 1.075 3.966
O -5.727 -1.614 7.914
O -2.943 7.017 7.789
O 1.130 0.956 5.426
O -4.792 -0.336 6.441
O 6.910 -1.130 -8.245
O 2.912 -11.403 -7.351
O 2.131 -8.414 -2.554
O 3.631 5.680 5.198
O 2.916 -2.714 0.448
N -2.812 4.704 -2.976
N 1.581 -8.791 -1.535
N -7.115 2.142 3.255
N 2.117 1.482 4.943
N -5.246 -1.403 6.824
N -1.177 0.765 1.962
N 6.177 -7.039 -6.819
N 4.898 1.500 -1.675
N 2.460 5.844 4.932
N 2.476 -10.568 -6.584
N -4.041 7.533 7.913
N -5.886 -5.525 -3.572
N 0.596 -0.096 0.478
N 0.477 2.145 0.761
N 5.568 -0.608 -4.655
N -2.171 0.875 -3.558
N 6.470 -0.359 -9.080
N -3.056 -5.949 0.104
C 2.640 4.052 0.678
C 5.117 0.208 -8.840
C 2.457 6.632 0.483
C -5.217 6.702 7.541
C -2.695 4.034 2.323
C -0.151 0.922 1.155
C -3.423 5.542 -4.043
C 1.916 1.816 0.810
C -0.453 0.508 -1.799
C -1.838 1.944 2.585
C -0.017 -0.622 -0.769
C 3.333 -10.211 -5.421
C 2.056 0.271 0.451
C 0.214 -8.266 -1.281
C 6.192 -1.949 -4.495
C -2.695 5.995 3.927
C -1.090 -0.074 -3.137
C -1.985 4.906 3.237
C 2.616 2.718 5.599
C 1.767 7.004 5.556
C -4.867 5.304 2.739
C 4.406 0.442 -0.762
C -6.510 0.790 3.403
C 2.637 -0.585 1.668
C 5.254 -7.042 -7.986
C 2.476 5.255 -0.309
C 3.367 -1.892 1.205
C -4.120 6.162 3.666
C -5.211 -2.548 5.873
C -4.130 4.251 2.070
C -5.648 -6.390 -2.386
C -2.551 -4.719 0.769
C 2.837 0.171 -0.903
H -0.418 -8.574 -2.111
H -0.153 -8.678 -0.345
H 4.306 -7.460 -7.654
H 0.048 -1.161 3.453
H -4.665 6.989 4.175
H 4.613 0.754 0.302
H 3.494 -11.118 -4.841
H -2.842 1.678 3.028
H 2.265 1.896 1.875
H -2.303 -4.980 1.795
H 0.127 2.568 -0.104
H 4.734 -0.188 -7.903
H -0.891 4.772 3.420
H 1.490 5.133 -0.836
H 3.324 5.279 -1.043
H 5.182 1.071 -2.559
H -3.344 -3.976 0.731
H -6.350 0.393 2.402
H -2.274 -0.618 4.503
H -7.213 0.177 3.963
H -4.436 5.182 -4.203
H 5.219 1.290 -8.788
H 4.152 2.169 -1.868
H -4.758 -2.215 4.943
H 2.729 -0.884 -1.279
H 4.483 -0.088 -9.673
H 0.608 -1.411 -1.268
H -1.671 -4.370 0.236
H 3.685 4.089 1.105
H -5.946 5.457 2.522
H 7.120 -1.838 -3.941
H 5.707 -7.658 -8.760
H -5.858 -5.818 -1.487
H -6.121 7.282 7.699
H -5.211 5.819 8.177
H -1.231 2.330 3.457
H -4.653 3.569 1.358
H -1.279 1.103 -1.301
H 2.822 -9.460 -4.826
H -6.317 -7.244 -2.463
H -4.606 -6.702 -2.410
H -3.421 6.572 -3.691
H -2.940 0.733 -2.893
H 5.125 -6.021 -8.332
H 2.870 2.465 6.627
H 2.625 7.455 -0.260
H 4.955 -0.518 -0.943
H 1.753 -0.900 2.270
H 1.454 6.823 0.955
H 5.489 -2.575 -3.949
H 1.936 4.170 1.543
H 1.405 7.640 4.751
H -2.830 5.443 -4.947
H 1.817 3.450 5.559
H -0.300 -0.014 -3.937
H 2.476 7.538 6.182
H 3.491 3.071 5.062
H -2.197 6.680 4.648
H -4.619 -3.337 6.331
H 4.271 -9.821 -5.812
H -0.979 -1.152 -0.501
H 4.427 -2.035 1.591
H 2.464 0.842 -1.713
H 6.381 -2.343 -5.491
H 0.365 1.237 -2.028
H -5.109 6.432 6.493
H 0.943 6.613 6.150
H 3.281 6.698 1.242
H 3.292 0.036 2.355
H -1.815 1.815 -3.359
H 0.287 -7.182 -1.223
H -5.568 0.881 3.937
H -6.237 -2.870 5.709
H -1.485 -1.106 -2.985
```

Atom charges from the Löwdin analysis, given in e for atoms 1 to 8: atom 1 (P): 0.593, atom 2 (O): 0.056, atom 3 (O): 0.068, atom 4 (O): 0.059, atom 5 (O): -0.072, atom 6 (O): 0.076, atom 7 (O): -0.103, atom 8 (O): 0.053